P) DFT (wB97M-V/def2-TZVPD) results for a cluster of 3 separate species, C4H15N2O2 in total.

Calculated values
Molecular weight = 123.18 g mol⁻¹
Kohn-Sham gap (spin up / spin down) = 0.1252 / 0.3273 Ha
Spin multiplicity = 2

Atoms and positions in Å:
C (1.8481, 1.9247, -0.2100)
C (1.0992, 1.0553, 0.7980)
C (-0.1315, 0.4132, 0.2025)
C (-1.3027, 1.0541, 0.0910)
N (-2.2904, 0.6394, -0.9347)
N (0.1659, -0.8006, -0.4132)
H (1.1192, 2.3956, -0.8803)
H (2.6816, 1.5304, -0.7909)
H (2.2969, 2.7763, 0.3100)
H (0.7167, 1.7826, 1.5179)
H (1.6608, 0.3003, 1.3516)
H (-1.3864, 2.1279, 0.4608)
H (-3.0424, 1.3273, -1.0226)
H (-1.8949, 0.5864, -1.9165)
H (-2.6924, -0.2614, -0.5971)
H (-0.1712, -0.7805, -1.3740)
H (1.1209, -1.1333, -0.3244)
H (-3.2335, -2.3544, 0.1362)
H (-1.8837, -2.2036, 0.9979)
O (-2.5844, -1.7559, 0.5213)
H (3.4259, -1.5980, 1.0613)
H (3.4835, -2.2377, -0.4322)
O (3.0360, -1.6826, 0.1947)

---

Q) DFT (wB97M-V/def2-TZVPD) results for a cluster of 3 separate species, C4H15N2O2 in total.

Calculated values
Molecular weight = 123.18 g mol⁻¹
Kohn-Sham gap (spin up / spin down) = 0.1213 / 0.3222 Ha
Spin multiplicity = 2

Atoms and positions in Å:
C (2.2578, -1.1557, 0.8725)
C (1.7563, 0.2257, 1.0125)
C (0.7573, 0.5232, 0.0414)
C (0.9982, 1.4715, -0.9094)
N (0.0310, 1.8299, -1.8497)
N (-0.5299, -0.0128, 0.3938)
H (3.1457, -1.3626, 0.2035)
H (1.5991, -1.9952, 0.6074)
H (2.5523, -1.4599, 1.9123)
H (1.4684, 0.3034, 2.1350)
H (2.6356, 1.0423, 0.9208)
H (2.0025, 1.9563, -1.0007)
H (-0.7696, 1.3438, -1.9403)
H (0.3518, 2.3233, -2.7417)
H (-1.1660, -0.0178, -0.4182)
H (-0.5060, -0.8928, 1.0036)
H (-0.9099, 0.5243, 1.1846)
H (-2.3261, -1.5867, 2.9652)
H (-1.6890, -2.6727, 2.2717)
O (-1.7384, -1.7021, 2.3135)
H (-3.3232, -0.1498, -2.2534)
H (-1.8715, -0.7556, -2.8104)
O (-2.3014, -0.2615, -2.0573)

---

Most stable: P) (next structure +1.142 eV)

---

P) DFT (wB97M-V/def2-TZVPD) results for a cluster of 3 separate species, C5H16N4 in total.

Calculated values
Molecular weight = 132.21 g mol⁻¹
Kohn-Sham gap (spin up / spin down) = 0.2635 / 0.2635 Ha

Atoms and positions in Å:
C (-1.5195, -0.1372, -0.1492)
C (0.7832, -0.1430, 0.0380)
C (0.4148, 1.1969, 0.1960)
C (1.3254, -0.6391, -1.2761)
C (1.2054, -0.9531, 1.2347)
N (-1.7291, -0.1743, -1.5463)
N (-2.3785, 0.8594, 0.3907)
N (-1.7246, -1.4049, 0.4739)
N (2.2488, 1.9413, 0.3585)
H (-2.7018, -0.1269, -1.8433)
H (-1.2304, -0.9006, -2.0409)
H (-2.3359, 1.7653, -0.0621)
H (-2.4041, 0.9109, 1.4001)
H (-2.6401, -1.8236, 0.3010)
H (-1.4942, -1.4395, 1.4600)
H (2.7414, 1.8221, 1.2456)
H (2.8392, 1.7909, -0.4611)
H (0.1247, 1.7775, -0.6696)
H (0.0944, 1.5448, 1.1698)
H (0.9833, -1.6628, -1.4628)
H (1.0268, 0.0047, -2.1032)
H (2.4179, -0.6729, -1.2533)
H (0.8709, -0.5100, 2.1740)
H (2.2923, -1.0626, 1.2672)
H (0.7897, -1.9632, 1.1583)

---

Q) DFT (wB97M-V/def2-TZVPD) results for a cluster of 3 separate species, C5H16N4 in total.

Calculated values
Molecular weight = 132.21 g mol⁻¹
Kohn-Sham gap = 0.2781 Ha

Atoms and positions in Å:
C (-0.6067, 0.4925, 1.3540)
C (1.1489, -0.7692, -0.4495)
C (-0.3085, -0.2885, -1.9280)
C (-0.2998, 0.4614, 2.8230)
C (-0.4699, -1.6205, -2.6455)
N (1.2899, 0.0255, 0.6134)
N (2.0743, 1.1723, 0.3255)
N (-0.8003, 1.7273, 0.7802)
N (-1.4176, -0.4837, 0.8523)
H (2.2109, 1.6898, 1.1851)
H (1.6133, 1.7781, -0.3549)
H (-0.9701, 1.6910, -0.2200)
H (-0.3989, 2.5090, 1.2752)
H (-1.2830, -1.3822, 1.2954)
H (-1.3004, -0.5438, -0.1916)
H (0.7404, -1.7464, -0.2164)
H (1.9217, -0.7514, -1.2135)
H (-1.2780, 0.2234, -1.8519)
H (0.3118, 0.3969, -2.5097)
H (-1.1985, 0.6877, 3.4017)
H (0.0748, -0.5203, 3.1027)
H (0.4647, 1.2001, 3.0604)
H (-0.8503, -1.5188, -3.6680)
H (0.4852, -2.1475, -2.7146)
H (-1.1539, -2.2827, -2.1052)

---

Most stable: Q) (next structure +0.215 eV)

---

P) DFT (wB97M-V/def2-TZVPD) results for a cluster of 2 separate species, C2H5PS in total.

Calculated values
Molecular weight = 92.10 g mol⁻¹
Kohn-Sham gap = 0.2896 Ha

Atoms and positions in Å:
C (0.0546, 1.5095, 1.0399)
C (-0.0422, 0.7334, -0.1909)
P (-0.9394, -1.6791, -0.4736)
S (-1.0409, 2.1516, -0.2656)
H (-0.4650, 1.1831, 1.9294)
H (0.9609, 2.0800, 1.2269)
H (0.7738, 0.6366, -0.8865)
H (0.3117, -2.1279, -0.8920)
H (-1.3295, -1.3517, -1.7709)

---

Q) DFT (wB97M-V/def2-TZVPD) results for a cluster of 2 separate species, C2H5PS in total.

Calculated values
Molecular weight = 92.10 g mol⁻¹
Kohn-Sham gap = 0.3647 Ha
SMILES = [PH3]=S.C#C

Atoms and positions in Å:
P (1.7037, 0.7292, 0.0032)
S (2.0749, -1.1465, 0.0170)
H (1.5972, 1.3620, -1.2334)
H (0.5279, 1.1754, 0.6050)
H (2.6278, 1.5748, 0.6137)
C (-2.4675, -0.5461, -0.3207)
C (-1.8031, -1.3028, 0.3217)
H (-3.0837, 0.1026, -0.8717)
H (-1.1772, -1.9487, 0.8652)

---

Most stable: Q) (next structure +0.531 eV)

---

P) DFT (wB97M-V/def2-TZVPD) results for a cluster of 2 separate species, CH6NPS in total.

Calculated values
Molecular weight = 95.11 g mol⁻¹
Kohn-Sham gap (spin up / spin down) = 0.2889 / 0.2979 Ha

Atoms and positions in Å:
C (1.5996, 1.3473, 0.4514)
N (-2.1779, -0.7290, 0.7452)
P (-0.7348, -0.9454, 0.1811)
S (-0.7770, -1.0329, -1.9479)
H (1.9636, 1.5256, -0.5902)
H (0.9062, 2.2012, 0.8879)
H (1.7260, 0.4766, 0.9845)
H (-2.7678, 0.1399, 0.5395)
H (-0.2611, -2.1530, 0.6446)
H (0.5232, -0.8304, -1.8961)

---

Q) DFT (wB97M-V/def2-TZVPD) results for a cluster of 2 separate species, CH6NPS in total.

Calculated values
Molecular weight = 95.11 g mol⁻¹
Kohn-Sham gap (spin up / spin down) = 0.2786 / 0.2783 Ha

Atoms and positions in Å:
C (-0.3144, -1.5244, 0.9252)
N (0.2053, -0.0103, -1.5489)
P (0.5598, 2.9039, -0.7661)
S (-0.3594, 1.1050, -0.6551)
H (-0.2285, -0.4576, 1.2278)
H (-1.2806, -1.5725, 0.7245)
H (-0.0525, -2.2044, 1.6501)
H (0.9859, 0.1452, -2.1346)
H (0.0380, 3.3259, 0.4672)
H (0.4462, -1.7108, 0.1099)

---

Most stable: Q) (next structure +1.042 eV)

---

P) DFT (wB97M-V/def2-TZVPD) results for the molecule C3H2Cl2N2O.

Calculated values
Molecular weight = 152.97 g mol⁻¹
Kohn-Sham gap (spin up / spin down) = 0.2638 / 0.2580 Ha

Atoms and positions in Å:
C (0.9801, 0.6772, 0.1572)
C (-0.3571, 0.8958, -0.5165)
C (-0.6673, -1.1668, 0.2709)
N (1.4739, -0.5823, 0.1813)
N (0.5728, -1.4622, -0.0556)
O (1.5188, 1.6852, 0.5330)
Cl (-0.4731, 0.5854, -2.2020)
Cl (-0.9608, -0.6721, 1.9364)
H (-0.6724, 1.8511, -0.0461)
H (-1.4148, -1.8114, -0.2586)

---

Q) DFT (wB97M-V/def2-TZVPD) results for the molecule C3H2Cl2N2O.

Calculated values
Molecular weight = 152.97 g mol⁻¹
Kohn-Sham gap = 0.3239 Ha
SMILES = O=C1N=NCC1(Cl)Cl

Atoms and positions in Å:
O (-3.6149, 0.6229, -0.9138)
C (-2.4770, 0.3229, -0.7571)
N (-1.7742, -0.5130, -1.6304)
N (-0.6030, -0.6788, -1.3767)
C (-0.2597, 0.0874, -0.1658)
C (-1.4201, 0.8973, 0.3685)
Cl (-1.9015, 0.3859, 2.0073)
Cl (-1.1030, 2.6334, 0.2772)
H (0.4341, 0.7603, -0.3485)
H (0.0647, -0.6993, 0.4877)

---

Most stable: Q) (next structure +2.510 eV)